ORCA calculation (ωB97M-V with the def2-TZVPD basis set) on 13 unconnected molecules or ions with the total composition C6H36O13 at a distorted geometry.

Last column: Löwdin charge in e.
Element x y z (Å)
C  -2.107  2.335  0.363  -0.123
C  -2.169  1.225  -0.655  -0.227
C  -0.896  1.357  -1.580  -0.148
C  1.849  -0.881  -0.047  -0.225
O  3.041  -1.158  -0.805  -0.110
C  0.661  -0.473  -0.839  -0.091
C  0.227  0.774  -0.804  -0.104
H  -1.177  2.318  0.915  0.043
H  -2.309  3.361  0.056  0.078
H  -2.827  2.221  1.192  0.070
H  -3.089  1.178  -1.248  0.107
H  -2.193  0.267  -0.129  0.067
H  -1.237  0.842  -2.483  0.113
H  -0.785  2.419  -1.777  0.101
H  2.173  -0.035  0.556  0.116
H  1.679  -1.786  0.543  0.102
H  2.791  -1.504  -1.677  0.047
H  0.186  -1.243  -1.447  0.092
H  0.777  1.499  -0.212  0.084
H  0.926  -3.364  -0.531  -0.004
H  -0.091  -3.838  -1.647  0.009
O  0.245  -3.973  -0.757  -0.047
H  3.125  3.166  -1.311  0.030
H  2.875  2.593  0.104  0.019
O  2.520  3.177  -0.568  -0.053
H  5.040  0.951  -1.070  0.040
H  3.988  0.173  -1.681  0.015
O  4.288  1.106  -1.649  -0.071
H  0.788  -0.060  3.658  -0.013
H  2.152  -0.506  4.062  0.035
O  1.245  -0.829  4.019  -0.063
H  -2.680  -1.761  0.170  0.017
H  -3.862  -1.593  -0.746  0.068
O  -3.194  -2.243  -0.495  -0.045
H  -0.678  -2.766  0.392  0.012
H  -0.408  -3.014  1.880  0.066
O  -0.758  -2.358  1.277  -0.055
H  0.502  5.193  -0.065  0.041
H  0.312  3.845  -0.579  -0.018
O  -0.095  4.714  -0.653  -0.067
H  -1.654  0.623  2.239  0.013
H  -0.499  -0.353  1.792  0.024
O  -0.703  0.464  2.256  -0.066
H  2.242  -3.532  -3.203  0.079
H  1.197  -2.478  -3.199  0.067
O  1.884  -2.847  -2.627  -0.033
H  -4.280  0.012  3.015  0.056
H  -3.037  -0.845  2.894  0.056
O  -3.414  -0.006  2.612  -0.035
H  -1.992  -2.353  -1.852  0.002
H  -2.104  -3.675  -2.510  0.053
O  -1.621  -2.847  -2.616  -0.082
H  1.282  2.459  3.185  0.037
H  0.505  1.819  2.025  -0.014
O  1.359  2.231  2.258  -0.065

Properties
HOMO-LUMO gap   9.45 eV
LUMO level   0.00316 Eh
E_HOMO   -9.363 eV